## P
Here is C4H4O as an isolated structure from the Open Molecules 2025 dataset. Energies are from ωB97M-V/def2-TZVPD.

ORCA input file:
```
! RIJCOSX wB97M-V def2-TZVPD def2/J DEFGRID3
* xyz 0 1
C -0.22580 1.13406 1.32912
C 0.72333 0.44451 1.84165
C 0.33701 0.47758 -0.12789
C -0.25726 -0.85424 -0.61335
O -0.50948 1.58506 0.07287
H 1.37299 0.59723 -0.39096
H -0.70080 -0.75719 -1.63427
H -1.19729 -0.99996 0.00564
H 0.45728 -1.62705 -0.48282
*
```

Calculated values
gap between HOMO and LUMO = 10.071 eV
LUMO level = 0.32 eV
HOMO energy = -9.75 eV
molar mass = 68.08 g/mol

## Q
Here is one molecule with the formula C4H4O from the Open Molecules 2025 dataset. Energies are from ωB97M-V/def2-TZVPD.

ORCA input file:
```
! RIJCOSX wB97M-V def2-TZVPD def2/J DEFGRID3
* xyz 0 1
C -1.19410 0.33133 0.04233
C 0.08088 -0.35861 -0.31496
O 0.59323 -1.29635 0.50587
C 1.08307 0.09854 -1.25199
C 1.64886 -0.29805 -0.07572
H -1.39132 1.15655 -0.64412
H -1.14584 0.69426 1.07385
H -2.01360 -0.39350 -0.01761
H 2.33882 0.06583 0.68236
*
```

Calculated values
gap between HOMO and LUMO = 10.108 eV
LUMO level = 0.96 eV
HOMO energy = -9.15 eV
molar mass = 68.07 g/mol

The data favor Q; the next most stable structure lies 0.0406 hartree above it.

## P
Here is one molecule with the formula C4H4O from the Open Molecules 2025 dataset. Energies are from ωB97M-V/def2-TZVPD.

ORCA input file:
```
! RIJCOSX wB97M-V def2-TZVPD def2/J DEFGRID3
* xyz 0 1
C 0.90403 0.53320 -0.00969
C -0.49969 0.88695 -0.00117
C -1.21610 -0.27670 0.01903
O -0.35207 -1.35231 -0.01184
C 0.89296 -0.82575 0.00282
H 1.73945 1.19729 0.06411
H -0.92758 1.86854 -0.06524
H -2.26739 -0.49355 0.00862
H 1.72640 -1.53767 -0.00664
*
```

Calculated values
gap between HOMO and LUMO = 10.046 eV
LUMO level = 1.18 eV
SMILES string = c1ccoc1
HOMO energy = -8.87 eV
molar mass = 68.07 g/mol

## Q
Here is one molecule with the formula C4H4O from the Open Molecules 2025 dataset. Energies are from ωB97M-V/def2-TZVPD.

ORCA input file:
```
! RIJCOSX wB97M-V def2-TZVPD def2/J DEFGRID3
* xyz 0 1
C -1.59321 0.02116 -1.07242
C -0.85894 0.73596 -0.24518
C 0.16639 0.42044 0.49799
C 1.50471 -0.03476 0.70390
O 0.43444 -0.09002 1.71191
H -2.44283 0.33180 -1.66239
H -1.28650 -1.02194 -1.14327
H 2.31593 0.64208 0.93941
H 1.76001 -1.00472 0.27004
*
```

Calculated values
gap between HOMO and LUMO = 9.973 eV
LUMO level = 0.92 eV
SMILES string = C=C=C1CO1
HOMO energy = -9.05 eV
molar mass = 68.08 g/mol

The data favor P; the next most stable structure lies 0.1286 hartree above it.

## P
Here is one molecule with the formula C4H7NOS2 from the Open Molecules 2025 dataset. Energies are from ωB97M-V/def2-TZVPD.

ORCA input file:
```
! RIJCOSX wB97M-V def2-TZVPD def2/J DEFGRID3
* xyz 0 1
C -0.47386 0.19684 -1.61016
C -0.11958 -1.16927 -1.05939
C 0.97786 -1.10467 -0.03645
S 2.38884 -1.88138 -0.28474
O 0.82887 -0.19128 0.90408
C -0.35625 0.08327 1.49079
N -0.57085 1.19734 2.04489
S 0.73337 2.30270 1.90354
H 0.40945 0.68909 -2.02983
H -1.18843 0.10627 -2.42657
H -1.00292 0.76680 -0.87718
H 0.26589 -1.83838 -1.85320
H -0.97527 -1.61292 -0.52510
H -1.11417 -0.69359 1.51883
H 0.19706 3.14920 2.84051
*
```

Calculated values
gap between HOMO and LUMO = 8.924 eV
LUMO level = -0.06 eV
SMILES string = CCC(=S)O/C=N\S
HOMO energy = -8.99 eV
molar mass = 149.24 g/mol

## Q
Here is one molecule with the formula C4H7NOS2 from the Open Molecules 2025 dataset. Energies are from ωB97M-V/def2-TZVPD.

ORCA input file:
```
! RIJCOSX wB97M-V def2-TZVPD def2/J DEFGRID3
* xyz 0 1
C 2.21339 -0.41961 -0.76565
C 1.05569 0.21833 -0.09881
O 0.70578 1.36156 -0.16795
C 0.30778 -0.76460 0.78890
S -1.21699 -1.38511 -0.05076
C -2.36648 0.07957 -0.06767
N -1.78156 1.22759 0.28412
S -4.00100 -0.14588 -0.40174
H 2.69664 0.25913 -1.41257
H 2.94838 -0.76501 -0.10669
H 1.81894 -1.20411 -1.43714
H 0.85382 -1.70682 1.08485
H 0.06930 -0.32283 1.76730
H -0.81767 1.57970 0.16407
H -2.48602 1.98806 0.41973
*
```

Calculated values
gap between HOMO and LUMO = 8.704 eV
LUMO level = 0.38 eV
SMILES string = CC(=O)CSC(N)=S
HOMO energy = -8.32 eV
molar mass = 149.24 g/mol

The data favor Q; the next most stable structure lies 0.0417 hartree above it.